[1]
{"formula": "C3H6FOP", "method": "ωB97M-V/def2-TZVPD", "species": ["C", "C", "F", "C", "P", "O", "H", "H", "H", "H", "H", "H"], "coordinates": [[2.080, -0.705, 0.376], [1.160, 0.222, 0.465], [1.545, 1.447, 0.852], [-0.324, -0.023, 0.168], [-1.150, 0.818, -1.282], [-2.564, -0.145, -1.384], [3.140, -0.498, 0.625], [1.693, -1.703, 0.181], [-0.882, 0.092, 1.020], [-0.605, -1.020, -0.032], [-1.443, 2.081, -0.457], [-2.650, -0.568, -0.533]], "mulliken_charge": [-0.75, 0.37, -0.26, -0.83, 0.15, -0.48, 0.29, 0.24, 0.53, 0.37, 0.04, 0.32], "smiles": "C=C(F)CPO", "molar_mass_da": 108.05, "de_lowest_kcal_mol": 18.3, "orbital_gap_ev": 10.10, "total_energy_ha": -634.31498}



[2]
{"formula": "C3H6I2Si", "method": "ωB97M-V/def2-TZVPD", "species": ["C", "C", "C", "Si", "I", "I", "H", "H", "H", "H", "H", "H"], "coordinates": [[-2.158, -0.096, -0.459], [-0.835, -0.014, 0.238], [0.411, 0.085, -0.280], [2.032, 0.013, 0.595], [3.396, -1.964, -0.038], [3.221, 2.108, -0.044], [-2.711, 0.934, -0.398], [-2.795, -0.945, -0.054], [-1.968, -0.336, -1.568], [-1.088, -0.089, 1.325], [0.316, 0.171, -1.399], [2.178, 0.133, 2.080]], "mulliken_charge": [-0.99, -0.01, -0.27, 0.27, -0.08, -0.12, 0.25, 0.28, 0.29, 0.23, 0.24, -0.08], "smiles": "C/C=C/[SiH](I)I", "molar_mass_da": 323.97, "de_lowest_kcal_mol": 23.2, "orbital_gap_ev": 9.64, "total_energy_ha": -1002.82544}



[3]
{"formula": "C3H6IN2", "method": "ωB97M-V/def2-TZVPD", "species": ["C", "C", "N", "C", "N", "I", "H", "H", "H", "H", "H", "H"], "coordinates": [[1.736, -1.383, 0.355], [0.685, -0.800, -0.513], [-0.007, 0.096, 0.012], [-1.487, 0.823, -0.065], [-1.483, 2.113, 0.004], [-3.128, -0.404, -0.043], [2.706, -0.927, 0.155], [1.492, -1.214, 1.403], [1.827, -2.448, 0.154], [0.615, -1.135, -1.549], [-0.614, 2.636, -0.031], [-2.342, 2.643, 0.119]], "mulliken_charge": [-0.95, 0.12, -0.35, 0.23, -0.27, 0.36, 0.29, 0.29, 0.33, 0.42, 0.27, 0.26], "smiles": "C/C=N/C(=[NH2+])I", "molar_mass_da": 197.00, "charge": 1, "de_lowest_kcal_mol": 45.0, "orbital_gap_ev": 9.17, "total_energy_ha": -524.78620}



Please write out number 2 again, unchanged.
{"formula": "C3H6I2Si", "method": "ωB97M-V/def2-TZVPD", "species": ["C", "C", "C", "Si", "I", "I", "H", "H", "H", "H", "H", "H"], "coordinates": [[-2.158, -0.096, -0.459], [-0.835, -0.014, 0.238], [0.411, 0.085, -0.280], [2.032, 0.013, 0.595], [3.396, -1.964, -0.038], [3.221, 2.108, -0.044], [-2.711, 0.934, -0.398], [-2.795, -0.945, -0.054], [-1.968, -0.336, -1.568], [-1.088, -0.089, 1.325], [0.316, 0.171, -1.399], [2.178, 0.133, 2.080]], "mulliken_charge": [-0.99, -0.01, -0.27, 0.27, -0.08, -0.12, 0.25, 0.28, 0.29, 0.23, 0.24, -0.08], "smiles": "C/C=C/[SiH](I)I", "molar_mass_da": 323.97, "de_lowest_kcal_mol": 23.2, "orbital_gap_ev": 9.64, "total_energy_ha": -1002.82544}



Number 2 is which compound?
C3H6I2Si